No. 1
ORCA calculation (wB97M-V/def2-TZVPD) on a cluster of 2 separate species, C14H16 in total at a distorted geometry.

LUMO level in eV: 0.93
SMILES string: Cc1ccccc1.Cc1ccccc1
Highest occupied orbital energy in eV: -8.844
Energy in Eh: -543.061290
ΔE to the lowest compared entry with this formula, charge and spin in kJ/mol: 30.4
Net charge: 0

Each atom is followed by the atoms it is bonded to, with distances in Å.
Cartesian coordinates (Å):
1 C 1.512 -1.352 0.818  C2 1.500, H8 1.082, H9 1.088, H10 1.092
2 C 0.423 -2.175 0.196  C1 1.500, C3 1.391, C7 1.395
3 C -0.932 -1.896 0.344  C2 1.391, C4 1.387, H11 1.087
4 C -1.913 -2.536 -0.399  C3 1.387, C5 1.387, H12 1.085
5 C -1.579 -3.586 -1.242  C4 1.387, C6 1.396, H13 1.086
6 C -0.244 -3.991 -1.281  C5 1.396, C7 1.389, H14 1.082
7 C 0.732 -3.286 -0.588  C2 1.395, C6 1.389, H15 1.090
8 H 2.470 -1.779 0.551  C1 1.082
9 H 1.400 -1.231 1.894  C1 1.088
10 H 1.408 -0.324 0.467  C1 1.092
11 H -1.235 -1.124 1.047  C3 1.087
12 H -2.955 -2.252 -0.293  C4 1.085
13 H -2.238 -4.050 -1.970  C5 1.086
14 H 0.084 -4.849 -1.853  C6 1.082
15 H 1.759 -3.622 -0.726  C7 1.090
16 C -1.417 2.996 -1.435  C17 1.504, H23 1.090, H24 1.086, H25 1.086
17 C -0.421 2.655 -0.362  C16 1.504, C18 1.407, C22 1.386
18 C 0.935 2.495 -0.703  C17 1.407, C19 1.378, H26 1.080
19 C 1.908 2.458 0.273  C18 1.378, C20 1.397, H27 1.089
20 C 1.564 2.557 1.624  C19 1.397, C21 1.384, H28 1.080
21 C 0.230 2.669 1.976  C20 1.384, C22 1.393, H29 1.083
22 C -0.744 2.737 0.983  C17 1.386, C21 1.393, H30 1.091
23 H -1.033 2.744 -2.425  C16 1.090
24 H -1.680 4.049 -1.468  C16 1.086
25 H -2.331 2.430 -1.286  C16 1.086
26 H 1.175 2.334 -1.744  C18 1.080
27 H 2.963 2.318 0.045  C19 1.089
28 H 2.350 2.660 2.357  C20 1.080
29 H -0.020 2.748 3.028  C21 1.083
30 H -1.794 2.804 1.274  C22 1.091

No. 2
ORCA calculation (wB97M-V/def2-TZVPD) on a cluster of 2 separate species, C14H16 in total at a distorted geometry.

LUMO level in eV: 0.95
SMILES string: Cc1ccccc1.Cc1ccccc1
Highest occupied orbital energy in eV: -8.375
Energy in Eh: -542.997677
ΔE to the lowest compared entry with this formula, charge and spin in kJ/mol: 197.4
Net charge: 0

Each atom is followed by the atoms it is bonded to, with distances in Å.
Cartesian coordinates (Å):
1 C 2.147 -2.426 0.698  C2 1.497, H8 1.126, H9 1.090, H10 1.097
2 C 0.820 -1.823 0.355  C1 1.497, C3 1.395, C7 1.410
3 C -0.248 -1.450 1.169  C2 1.395, C4 1.382, H11 1.055
4 C -1.525 -1.322 0.655  C3 1.382, C5 1.391, H12 1.040
5 C -1.717 -1.361 -0.721  C4 1.391, C6 1.375, H13 1.061
6 C -0.613 -1.278 -1.537  C5 1.375, C7 1.361, H14 1.070
7 C 0.609 -1.574 -1.017  C2 1.410, C6 1.361, H15 1.132
8 H 2.976 -2.053 0.033  C1 1.126
9 H 2.003 -3.467 0.409  C1 1.090
10 H 2.486 -2.363 1.739  C1 1.097
11 H -0.017 -1.528 2.195  C3 1.055
12 H -2.384 -0.967 1.122  C4 1.040
13 H -2.678 -1.532 -1.139  C5 1.061
14 H -0.817 -1.260 -2.588  C6 1.070
15 H 1.492 -1.597 -1.725  C7 1.132
16 C 1.952 1.398 0.423  C17 1.482, H23 1.138, H24 1.195, H25 1.128
17 C 0.513 1.566 0.110  C16 1.482, C18 1.364, C22 1.394
18 C -0.372 1.362 1.128  C17 1.364, C19 1.474, H26 1.049
19 C -1.756 1.811 0.896  C18 1.474, C20 1.362, H27 1.136
20 C -2.202 2.172 -0.340  C19 1.362, C21 1.373, H28 1.109
21 C -1.259 2.231 -1.337  C20 1.373, C22 1.411, H29 1.084
22 C 0.124 2.026 -1.146  C17 1.394, C21 1.411, H30 1.084
23 H 2.642 1.974 -0.275  C16 1.138
24 H 2.294 0.255 0.353  C16 1.195
25 H 2.229 1.661 1.484  C16 1.128
26 H -0.095 0.857 2.005  C18 1.049
27 H -2.587 1.837 1.670  C19 1.136
28 H -3.277 2.438 -0.383  C20 1.109
29 H -1.641 2.403 -2.336  C21 1.084
30 H 0.901 2.011 -1.902  C22 1.084

- Which value of energy does entry 2 give?
  -542.997677 Eh

- What is the ΔE to the lowest compared entry with this formula, charge and spin in the first record?
  30.4 kJ/mol

- Look up the ΔE to the lowest compared entry with this formula, charge and spin of the second one.
  197.4 kJ/mol